182
Properties=species:S:1:pos:R:3 method="wB97M-V/def2-TZVPD" fmax_ev_per_a=3.168 de_lowest_kcal_mol=26.64 smiles=COC[C@H](C)N.COC[C@H](C)N.COC[C@H](C)N.COC[C@H](C)N.COC[C@H](C)N.COC[C@H](C)N.COC[C@H](C)N.COC[C@H](C)N.COC[C@H](C)N.COC[C@H](C)N.CC(C)O e_lumo_ev=0.487
O -3.391 -16.336 23.256
O 4.301 -23.031 23.165
O 4.512 -18.592 18.192
O 8.870 -17.929 22.730
O -2.532 -19.748 21.420
O 1.232 -17.004 20.939
O 5.024 -22.013 18.040
O 3.774 -12.530 21.954
O -3.712 -16.958 18.510
O 0.283 -10.910 18.276
O 4.525 -15.978 25.007
N 6.489 -20.439 21.743
N 7.025 -17.189 25.707
N -0.758 -14.985 17.849
N -2.801 -13.577 23.292
N 6.120 -11.889 20.021
N -1.643 -23.312 21.015
N 7.318 -21.877 16.241
N -1.288 -13.116 20.756
N 3.388 -19.944 21.042
N 4.037 -20.301 15.901
C -1.778 -14.608 23.583
C -2.047 -18.545 20.828
C 4.845 -17.177 24.470
C 2.602 -11.987 22.597
C 2.076 -19.396 17.087
C -2.739 -15.945 18.731
C 1.282 -19.603 22.406
C -2.464 -22.179 21.418
C 3.361 -15.414 24.450
C 3.979 -21.932 24.009
C -1.903 -15.772 17.463
C -2.374 -15.925 24.131
C 2.391 -17.837 20.851
C 5.029 -18.418 26.595
C 1.600 -10.594 17.893
C 8.774 -21.498 18.252
C -3.954 -17.584 23.607
C 5.013 -12.929 19.996
C 7.581 -19.934 22.597
C 5.110 -21.736 25.070
C -4.713 -16.821 19.520
C 0.140 -11.813 19.302
C -2.510 -22.303 22.937
C -1.648 -10.744 20.608
C 3.304 -19.123 16.176
C -1.437 -17.066 16.787
C -1.850 -20.893 20.886
C -0.829 -14.078 24.699
C 2.047 -19.260 21.107
C 5.597 -14.265 20.459
C 4.200 -18.089 16.909
C 5.810 -17.910 25.404
C 3.647 -12.597 20.599
C 1.460 -15.647 20.663
C -1.274 -12.001 19.817
C 4.594 -23.156 18.742
C 7.405 -22.024 17.708
C 5.454 -17.823 18.888
C 8.915 -16.592 22.288
C 8.697 -20.975 22.569
C 6.279 -21.449 18.441
C 2.715 -22.137 24.698
C 7.964 -18.592 21.931
H 8.324 -18.803 20.849
H 5.967 -18.805 24.900
H 7.948 -16.027 22.493
H 7.213 -19.679 23.601
H -2.268 -17.633 21.430
H 2.042 -11.447 17.412
H 3.848 -19.739 20.152
H -1.524 -22.070 23.367
H 1.426 -19.660 20.285
H 3.009 -18.590 15.286
H 4.078 -18.822 26.225
H 2.379 -15.235 21.159
H 0.562 -12.822 19.021
H -4.258 -17.244 20.426
H 9.138 -21.050 21.580
H 5.298 -22.722 25.478
H 4.320 -22.954 19.807
H -0.902 -16.823 15.931
H 1.297 -20.699 22.478
H -3.221 -21.666 23.380
H 3.292 -11.638 20.186
H -2.681 -10.644 20.762
H -5.600 -17.362 19.246
H 2.395 -10.963 22.216
H 4.810 -21.054 25.859
H 2.880 -11.841 23.690
H 5.010 -16.871 19.087
H -1.427 -13.793 25.573
H 6.204 -14.133 21.347
H 4.080 -23.777 23.662
H 6.154 -20.352 18.314
H 5.168 -17.985 16.377
H -0.782 -20.845 21.162
H 6.540 -22.507 15.865
H 4.789 -20.135 15.311
H 2.508 -21.278 25.343
H -2.422 -18.303 19.883
H 6.341 -17.621 18.310
H -2.675 -23.343 23.115
H -1.474 -23.227 20.039
H -1.330 -9.877 20.009
H -2.330 -17.641 16.487
H 2.818 -23.008 25.391
H 4.731 -13.061 18.903
H -0.851 -17.709 17.428
H -3.142 -14.960 18.937
H 3.689 -17.049 16.936
H -2.854 -12.904 24.072
H 2.399 -20.045 17.913
H -2.487 -15.177 16.728
H 3.108 -17.469 21.559
H 2.474 -15.970 24.786
H 5.695 -18.327 19.817
H -2.183 -24.146 21.151
H 3.198 -14.423 24.868
H 8.938 -21.899 19.220
H 0.607 -15.110 21.069
H 1.220 -19.803 16.529
H 3.949 -17.848 24.392
H 9.499 -21.817 17.575
H 1.599 -12.553 22.410
H -5.015 -15.785 19.747
H 6.513 -21.715 19.470
H -1.935 -12.190 19.004
H -1.609 -13.956 20.290
H 6.013 -21.330 24.672
H 5.646 -19.902 21.760
H -0.072 -15.587 18.307
H 9.688 -16.089 22.829
H 4.799 -14.964 20.733
H 1.698 -19.112 23.335
H -1.093 -10.682 21.571
H 6.958 -20.942 15.970
H -2.237 -16.244 19.602
H 6.216 -21.366 22.018
H -0.088 -14.764 25.033
H 3.318 -15.293 23.366
H 3.920 -21.082 23.325
H 7.438 -23.094 17.931
H 9.106 -16.516 21.211
H 2.972 -13.338 20.271
H 3.715 -23.617 18.308
H -4.808 -17.805 22.940
H 0.234 -19.352 22.345
H 9.492 -20.609 23.242
H 0.771 -11.610 20.199
H 5.250 -17.118 23.416
H 3.351 -20.952 21.147
H -1.787 -12.999 21.665
H 6.779 -16.174 25.775
H 7.644 -17.263 24.908
H 5.763 -11.068 19.521
H 2.752 -17.692 19.821
H 7.019 -18.014 21.860
H 5.359 -23.903 18.864
H 1.646 -15.317 19.643
H 5.574 -19.217 27.153
H -0.288 -13.213 24.264
H 8.817 -20.448 18.216
H -3.744 -13.860 22.990
H -0.957 -18.601 20.737
H 4.348 -20.768 16.742
H -3.509 -22.209 21.051
H 1.750 -18.387 17.524
H 1.838 -22.289 24.091
H 1.491 -9.748 17.163
H 8.410 -21.976 22.977
H -1.550 -16.668 24.043
H 4.751 -17.649 27.355
H -0.320 -14.559 17.007
H -2.735 -15.883 25.132
H -3.249 -18.469 23.494
H 6.317 -14.728 19.791
H 2.222 -10.152 18.661
H -1.837 -20.766 19.819
H -4.364 -17.541 24.640
H -1.238 -14.833 22.680
H 6.199 -11.566 21.008